[1]
{
  "formula": "C4H7NO3",
  "method": "ωB97M-V/def2-TZVPD",
  "species": ["C", "C", "C", "C", "H", "H", "H", "H", "H", "H", "H", "N", "O", "O", "O"],
  "coordinates": [[1.67, 0.47, -1.92], [-0.08, 0.10, -0.31], [-1.30, 0.56, 0.50], [-1.05, 0.40, 1.93], [2.11, 1.36, -2.45], [1.39, -0.28, -2.66], [2.42, 0.05, -1.15], [-0.33, -2.85, 0.26], [-2.22, 0.32, 2.37], [-0.29, -0.57, 2.11], [-0.39, 1.47, 2.17], [0.30, -1.09, -0.22], [0.54, 0.91, -1.15], [-0.52, -1.94, 0.57], [-2.25, 1.09, -0.06]],
  "smiles": "CO/C(=N/O)C(C)=O",
  "e_above_lowest_kj_mol": 510.23,
  "gap_ha": 0.377,
  "charge": 0
}

---

[2]
{
  "formula": "C23H18N6O3",
  "method": "ωB97M-V/def2-TZVPD",
  "species": ["O", "O", "N", "N", "N", "O", "C", "C", "C", "C", "C", "C", "C", "C", "C", "C", "C", "C", "C", "C", "C", "C", "C", "C", "C", "C", "C", "N", "N", "N", "C", "C", "H", "H", "H", "H", "H", "H", "H", "H", "H", "H", "H", "H", "H", "H", "H", "H", "H", "H"],
  "coordinates": [[1.56, -0.54, -1.33], [-1.95, 2.55, -2.45], [-0.70, 2.67, -6.32], [-0.86, 2.35, 2.47], [-0.51, -3.52, 1.64], [-2.65, 0.98, 2.71], [0.77, -0.81, -0.46], [-0.80, 2.17, -2.79], [-1.17, 3.03, -5.17], [-1.32, 1.16, 2.14], [-1.83, 3.04, 3.20], [-2.92, 2.15, 3.26], [-0.65, 2.10, -4.21], [-0.59, 0.09, 1.39], [0.07, 1.11, -4.83], [0.01, 0.32, 0.13], [-0.06, -4.61, 0.95], [-0.19, -2.31, 1.20], [0.52, -4.52, -0.27], [1.81, -0.82, 5.65], [2.14, 0.04, 4.67], [0.86, -1.90, 5.45], [0.76, -3.34, -0.77], [1.43, -0.16, 3.46], [0.15, -2.05, 4.22], [0.43, -2.20, -0.03], [0.37, -1.08, 3.25], [-0.37, -1.15, 2.03], [0.03, 1.49, -6.14], [0.19, 1.85, -1.89], [0.66, 0.80, -7.19], [-0.14, 1.75, -0.47], [-1.91, 3.79, -5.14], [-1.77, 4.04, 3.57], [-3.86, 2.31, 3.81], [0.69, 0.31, -4.45], [-0.22, -5.61, 1.30], [0.90, -5.52, -0.64], [2.18, -0.52, 6.62], [2.92, 0.79, 4.81], [0.79, -2.56, 6.32], [1.11, -3.18, -1.76], [1.64, 0.54, 2.72], [-0.56, -2.79, 3.99], [1.09, 1.52, -2.13], [-0.06, 0.17, -7.60], [1.18, 1.51, -7.82], [1.47, 0.15, -6.78], [-1.26, 2.08, -0.39], [0.58, 2.33, 0.04]],
  "smiles": "Cn1cc(C(=O)NCc2c(-c3ncco3)n(-c3ccccc3)c3ncccc3c2=O)cn1",
  "gap_ha": 0.288,
  "charge": 0
}

---

[3]
{
  "formula": "C31H44N8O",
  "method": "ωB97M-V/def2-TZVPD",
  "species": ["C", "C", "C", "C", "C", "C", "C", "H", "N", "C", "C", "N", "C", "C", "H", "C", "N", "C", "O", "C", "C", "C", "H", "H", "C", "N", "C", "N", "C", "N", "C", "N", "C", "N", "C", "C", "H", "C", "C", "C", "C", "H", "H", "H", "H", "H", "H", "H", "H", "H", "H", "C", "H", "H", "H", "H", "H", "H", "H", "H", "H", "H", "H", "H", "H", "C", "H", "C", "H", "C", "H", "H", "H", "H", "H", "H", "H", "H", "H", "H", "H", "H", "H", "H"],
  "coordinates": [[-1.90, -1.33, -2.79], [-1.19, -1.87, -1.58], [-1.91, -2.50, -0.58], [-1.26, -2.95, 0.55], [0.10, -2.79, 0.70], [0.85, -2.18, -0.30], [0.17, -1.71, -1.43], [0.72, -1.20, -2.21], [2.22, -1.95, -0.17], [3.11, -2.14, -1.29], [4.21, -1.08, -1.25], [4.91, -1.16, 0.01], [6.15, -0.43, 0.07], [6.20, 1.04, -0.41], [5.83, 1.11, -1.43], [5.48, 2.08, 0.45], [4.07, 2.19, 0.15], [3.16, 2.59, 1.07], [3.47, 2.82, 2.22], [1.71, 2.65, 0.59], [1.49, 3.45, -0.70], [0.01, 3.42, -1.06], [-0.17, 3.96, -1.99], [-0.57, 3.91, -0.27], [-0.48, 1.98, -1.21], [-0.20, 1.25, 0.00], [-1.15, 0.64, 0.74], [-0.78, 0.07, 1.89], [-1.67, -0.56, 2.63], [-2.95, -0.73, 2.41], [-3.33, -0.16, 1.26], [-4.58, -0.17, 0.70], [-4.47, 0.53, -0.47], [-3.26, 0.97, -0.69], [-2.51, 0.55, 0.38], [-5.63, 0.76, -1.37], [-5.27, 1.32, -2.23], [-6.76, 1.54, -0.68], [-7.60, 0.70, 0.28], [-6.85, 0.24, 1.54], [-5.75, -0.78, 1.26], [-5.42, -1.25, 2.19], [-6.12, -1.55, 0.58], [-7.57, -0.22, 2.22], [-6.42, 1.11, 2.05], [-8.46, 1.29, 0.59], [-7.98, -0.18, -0.25], [-6.33, 2.39, -0.15], [-7.42, 1.94, -1.45], [-6.02, -0.20, -1.72], [-1.29, -0.99, 3.55], [1.18, 1.22, 0.40], [1.24, 0.66, 1.33], [1.76, 0.70, -0.37], [-1.55, 1.94, -1.41], [0.06, 1.50, -2.04], [1.83, 4.47, -0.57], [2.06, 3.01, -1.53], [1.14, 3.12, 1.39], [3.80, 2.13, -0.82], [5.56, 1.84, 1.52], [5.95, 3.06, 0.30], [7.25, 1.31, -0.43], [6.51, -0.48, 1.10], [6.86, -0.98, -0.56], [4.01, -0.98, 1.14], [4.58, -1.11, 2.06], [2.89, -2.04, 1.11], [2.16, -1.76, 1.87], [3.46, -3.43, 1.42], [4.37, -3.59, 0.86], [3.69, -3.50, 2.48], [2.73, -4.20, 1.17], [3.55, 0.02, 1.15], [4.92, -1.25, -2.06], [3.73, -0.09, -1.41], [2.57, -2.08, -2.23], [3.59, -3.13, -1.24], [0.57, -3.16, 1.60], [-1.83, -3.44, 1.34], [-2.98, -2.63, -0.68], [-2.62, -2.05, -3.17], [-1.19, -1.08, -3.58], [-2.44, -0.42, -2.51]],
  "smiles": "Cc1cccc(N2CCN(CCCNC(=O)[C@H]3CCCN(c4ncnc5c4nc4n5CCCCC4)C3)C[C@@H]2C)c1",
  "gap_ha": 0.290,
  "charge": 0
}

---

[4]
{
  "formula": "C5H12O3",
  "method": "ωB97M-V/def2-TZVPD",
  "species": ["C", "C", "O", "O", "O", "H", "H", "H", "H", "H", "H", "C", "C", "C", "H", "H", "H", "H", "H", "H"],
  "coordinates": [[2.03, 0.66, 0.11], [0.04, 1.20, -0.75], [2.00, 0.61, 1.35], [2.32, -0.48, -0.64], [0.08, 0.78, -2.08], [0.47, -0.01, 1.79], [2.32, -1.23, -0.03], [0.88, 0.25, -2.22], [2.45, 1.53, -0.41], [0.51, 2.17, -0.58], [-0.98, 1.48, -0.50], [-2.11, -0.63, -0.33], [-0.71, -0.64, 0.21], [-0.47, -0.65, 1.63], [-0.02, -1.22, -0.40], [-2.75, 0.04, 0.25], [-2.12, -0.34, -1.38], [-2.52, -1.64, -0.25], [-1.30, -0.27, 2.23], [-0.11, -1.61, 2.00]],
  "e_above_lowest_kj_mol": 459.96,
  "gap_ha": 0.325,
  "charge": 0
}

---

[5]
{
  "formula": "C20H33Br11O3",
  "method": "ωB97M-V/def2-TZVPD",
  "species": ["C", "C", "C", "C", "C", "C", "C", "C", "Br", "C", "O", "O", "C", "O", "H", "H", "H", "H", "H", "H", "H", "H", "H", "H", "H", "H", "H", "Br", "C", "C", "Br", "H", "H", "H", "H", "Br", "C", "C", "Br", "H", "H", "H", "H", "Br", "C", "C", "Br", "H", "H", "H", "H", "Br", "C", "C", "Br", "H", "H", "H", "H", "Br", "C", "C", "Br", "H", "H", "H", "H"],
  "coordinates": [[-1.76, -0.30, -0.65], [-0.97, 0.60, -1.59], [0.55, 0.69, -1.28], [0.98, 0.15, 0.04], [0.77, 0.58, 1.29], [0.01, 1.78, 1.75], [0.87, 3.07, 1.70], [0.01, 4.26, 1.28], [0.73, 5.95, 1.89], [1.48, -0.34, 2.21], [1.41, -0.45, 3.39], [2.30, -1.17, 1.45], [1.77, -1.11, 0.17], [1.89, -2.01, -0.61], [-1.91, 0.16, 0.34], [-1.26, -1.27, -0.53], [-2.76, -0.46, -1.06], [-1.06, 0.18, -2.59], [-1.41, 1.60, -1.65], [0.90, 1.73, -1.35], [1.09, 0.14, -2.05], [-0.33, 1.62, 2.78], [-0.87, 1.90, 1.12], [1.26, 3.28, 2.70], [1.72, 2.95, 1.03], [-0.11, 4.32, 0.20], [-0.99, 4.18, 1.72], [-3.22, -2.18, -4.64], [-3.67, -3.88, -3.81], [-4.65, -3.70, -2.67], [-3.77, -2.92, -1.13], [-2.73, -4.31, -3.47], [-4.10, -4.50, -4.59], [-5.03, -4.67, -2.35], [-5.47, -3.05, -2.93], [4.88, -3.42, -5.69], [4.99, -2.65, -3.91], [3.64, -2.55, -3.25], [2.57, -1.11, -3.99], [5.46, -1.68, -4.03], [5.64, -3.31, -3.35], [3.75, -2.33, -2.19], [3.06, -3.46, -3.37], [-0.35, 10.58, 2.08], [-0.12, 9.90, 3.89], [1.31, 9.99, 4.35], [2.43, 8.64, 3.51], [-0.48, 8.88, 3.88], [-0.76, 10.51, 4.52], [1.37, 9.81, 5.42], [1.76, 10.95, 4.12], [-0.69, -4.48, -0.77], [1.11, -5.22, -0.82], [1.31, -6.13, -2.01], [0.43, -7.84, -1.77], [1.27, -5.73, 0.12], [1.77, -4.35, -0.89], [2.36, -6.35, -2.14], [0.91, -5.70, -2.92], [-2.79, 0.11, 3.64], [-1.84, -1.50, 3.08], [-2.77, -2.53, 2.50], [-3.80, -3.46, 3.86], [-1.30, -1.86, 3.94], [-1.13, -1.16, 2.32], [-2.19, -3.30, 1.98], [-3.48, -2.09, 1.81]],
  "smiles": "CCCC1=C(CCCBr)C(=O)OC1=O.BrCCBr.BrCCBr.BrCCBr.BrCCBr.BrCCBr",
  "e_above_lowest_kj_mol": 0.00,
  "gap_ha": 0.341,
  "charge": 0
}

---

[6]
{
  "formula": "C28H38N3O3PdSi",
  "method": "ωB97M-V/def2-TZVPD",
  "species": ["Pd", "C", "Si", "C", "N", "C", "C", "C", "C", "C", "C", "C", "C", "C", "C", "C", "C", "C", "C", "C", "C", "C", "H", "H", "H", "H", "H", "H", "H", "H", "H", "H", "H", "H", "H", "H", "H", "H", "H", "H", "H", "H", "H", "H", "H", "H", "C", "N", "C", "C", "C", "O", "N", "C", "O", "H", "H", "H", "H", "H", "C", "C", "C", "C", "O", "H", "H", "H", "H", "H", "H", "H", "H", "H"],
  "coordinates": [[1.15, -0.87, -0.51], [0.10, -0.59, -2.34], [-1.42, 0.19, -1.65], [-1.95, -0.63, 0.01], [-0.90, -0.43, 1.01], [-0.93, 0.89, 1.67], [-1.11, 0.81, 3.19], [-2.26, -0.14, 3.52], [-1.96, -1.55, 2.98], [-0.79, -1.52, 1.99], [-2.88, 0.01, -2.86], [-3.40, 1.08, -3.60], [-4.42, 0.91, -4.52], [-4.95, -0.36, -4.74], [-4.43, -1.44, -4.04], [-3.41, -1.25, -3.12], [-1.23, 2.05, -1.32], [-2.32, 2.84, -0.95], [-2.16, 4.18, -0.64], [-0.90, 4.76, -0.68], [0.20, 3.99, -1.05], [0.03, 2.65, -1.37], [0.70, 0.01, -3.01], [-0.07, -1.59, -2.76], [-2.02, -1.70, -0.19], [-2.94, -0.30, 0.36], [-1.78, 1.46, 1.27], [-0.02, 1.45, 1.43], [-1.32, 1.81, 3.57], [-0.18, 0.48, 3.65], [-3.17, 0.25, 3.05], [-2.44, -0.16, 4.60], [-2.84, -1.97, 2.50], [-1.69, -2.22, 3.80], [-0.71, -2.46, 1.44], [0.16, -1.39, 2.52], [-2.99, 2.08, -3.44], [-4.81, 1.75, -5.07], [-5.76, -0.50, -5.45], [-4.83, -2.43, -4.22], [-3.02, -2.11, -2.58], [-3.31, 2.40, -0.91], [-3.02, 4.78, -0.35], [-0.77, 5.80, -0.42], [1.19, 4.43, -1.09], [0.89, 2.05, -1.64], [3.81, 2.60, 3.63], [3.59, 2.14, 2.27], [4.13, 2.78, 1.20], [3.94, 2.35, -0.06], [3.12, 1.16, -0.26], [2.89, 0.70, -1.39], [2.57, 0.56, 0.83], [2.76, 0.99, 2.09], [2.28, 0.49, 3.10], [4.59, 3.35, 3.62], [4.11, 1.76, 4.25], [2.90, 3.02, 4.05], [4.72, 3.66, 1.43], [4.36, 2.86, -0.91], [1.67, -5.13, -0.50], [2.15, -3.73, -0.09], [2.94, -3.84, 1.23], [3.10, -3.19, -1.18], [1.04, -2.92, 0.11], [2.52, -5.81, -0.64], [1.10, -5.06, -1.43], [1.01, -5.52, 0.27], [3.82, -4.47, 1.12], [2.29, -4.26, 2.00], [3.24, -2.84, 1.55], [3.96, -3.86, -1.34], [3.48, -2.21, -0.88], [2.55, -3.09, -2.11]],
  "e_above_lowest_kj_mol": 144.91,
  "gap_ha": [0.252, 0.255],
  "charge": -1
}

---

Energy, record by record: -436.94905 -1441.40478 -1721.05412 -423.27865 -29321.78440 -1897.17466 Eh